The following is a quantum chemistry calculation of C10H9Br2NOPb as an isolated structure at a distorted geometry, from OMol25.

Last column: Mulliken charge in e.
Geometry (Å):
H -0.501 1.601 -3.291  0.138
C -1.232 0.797 -3.772  -1.175
C -0.528 1.071 2.447  -0.431
C 1.204 -1.342 0.206  1.291
C -0.348 2.245 1.681  -0.709
H -1.247 -0.113 -3.147  0.286
C 0.428 2.156 0.509  -0.103
H 0.636 3.010 -0.134  0.346
H -2.077 1.508 -3.554  0.311
Pb 2.523 0.872 -1.479  0.445
O 2.117 -1.239 -0.718  -0.813
N 0.909 0.963 0.045  -0.235
H -0.782 0.396 -4.700  0.284
C 1.005 -2.588 0.812  -0.700
H -1.076 1.154 3.403  0.276
C 0.588 -0.188 0.749  -0.018
C -0.207 -1.505 2.661  -0.399
H 0.406 -3.568 2.558  0.443
Br -1.062 -1.594 4.343  -0.209
C -0.101 -0.215 1.985  0.616
C 0.398 -2.616 2.067  0.003
H -2.156 0.070 -4.642  0.147
H -0.740 3.245 1.991  0.337
Br 1.841 -4.118 -0.021  -0.128

Computed properties:
Lowest unoccupied orbital energy (spin up / spin down) ... -0.80 / -0.99 eV
E_tot ... -159380.8593 eV



The following is a quantum chemistry calculation of C10H9Br2NOSr as an isolated structure at a distorted geometry, from OMol25.

Last column: Mulliken charge in e.
Geometry (Å):
C 0.843 2.517 1.490  -0.478
H -1.176 3.376 -2.690  0.394
O -0.775 -0.961 -1.403  -1.104
C -0.236 3.043 -0.752  -0.162
C -0.846 2.635 -1.950  -0.287
Br -1.888 0.697 -3.804  -0.135
C 1.042 0.211 2.075  -0.276
C -1.035 1.273 -2.215  -0.396
H 1.328 -0.593 2.741  0.387
H 1.960 -3.106 -0.266  0.159
H -0.449 -5.053 0.463  0.349
N 0.491 -0.153 0.898  -0.818
H -0.900 -4.606 -1.321  0.267
C -0.570 0.318 -1.240  1.072
C 1.245 1.552 2.395  -0.644
H -2.152 -4.315 0.053  0.297
C 0.233 2.144 0.264  0.972
C -1.112 -4.551 -0.251  -1.510
C 0.075 0.754 -0.021  0.115
H 1.724 1.832 3.339  0.364
Br 0.012 4.956 -0.467  -0.256
Sr -0.755 -2.232 0.549  1.524
H 1.946 -3.333 0.431  -0.121
H 0.992 3.593 1.683  0.287

Computed properties:
Lowest unoccupied orbital energy ... -0.80 eV
E_tot ... -154972.5045 eV



The following is a quantum chemistry calculation of one molecule with the formula C10H9Cl2N3O, from OMol25.

Last column: Mulliken charge in e.
Geometry (Å):
C 2.297 1.494 1.549  0.102
C 2.564 3.562 1.625  -0.176
O 0.872 0.034 -0.758  -0.224
C -0.398 -0.299 -1.093  0.632
C -2.371 -0.289 -2.467  -0.571
N 2.892 3.252 0.394  -0.988
C -1.057 -1.151 -0.193  0.120
H -0.586 0.778 -2.940  0.338
C -1.070 0.126 -2.232  -0.658
C 2.927 1.189 -0.868  -0.943
H 2.079 0.471 1.772  0.401
H -2.881 0.050 -3.356  0.360
C 1.592 0.934 -1.573  -0.551
H -4.033 -1.452 -1.766  0.410
H 3.578 1.784 -1.512  0.375
H 1.773 0.500 -2.565  0.450
Cl -3.154 -2.606 0.666  -0.199
C -3.021 -1.128 -1.584  -0.602
H 2.595 4.565 1.999  0.431
Cl -0.218 -1.670 1.215  -0.191
H 1.045 1.880 -1.685  0.472
H 3.397 0.231 -0.637  0.360
N 2.190 2.506 2.374  -0.625
N 2.727 1.923 0.347  0.776
C -2.359 -1.560 -0.443  0.500

Computed properties:
Lowest unoccupied orbital energy ... 0.63 eV
Structure (SMILES) ... Clc1cccc(OCCn2cncn2)c1Cl
E_tot ... -42078.3859 eV



The following is a quantum chemistry calculation of one molecule with the formula C10H9F4NO7S at a distorted geometry, from OMol25.

Last column: Mulliken charge in e.
Geometry (Å):
F 1.949 2.458 -0.974  -0.258
O -2.575 1.067 -0.371  -0.181
C 1.356 0.334 1.333  -1.096
O -0.271 1.988 -1.871  -0.524
O -0.113 2.980 0.328  -0.579
H -0.246 1.502 2.368  0.441
C 0.250 -1.859 -4.032  0.172
H -0.472 -0.619 5.328  0.384
F 0.334 -3.096 -4.500  -0.190
O -0.681 -0.420 0.026  -0.218
C 0.630 0.869 2.601  -0.841
H 2.223 1.017 1.153  0.514
H 1.672 0.216 -1.943  0.480
C -3.764 0.528 -0.611  0.464
C 0.872 -1.771 -1.576  -0.636
C -0.117 -1.539 -2.741  0.261
O -1.397 0.880 4.440  -0.402
F -1.348 -0.969 -2.580  -0.205
C 0.532 0.319 0.003  0.687
F 0.544 -0.892 -4.916  -0.190
C 1.467 -0.428 -1.061  -1.170
H 1.311 1.491 3.229  0.519
H 0.482 -2.449 -0.790  0.364
C -0.574 0.031 4.423  0.039
N -4.682 -0.053 -0.924  -0.396
H 1.720 -2.322 -2.050  0.376
H 2.451 -0.633 -0.589  0.490
O -2.213 0.038 1.538  -0.404
C -1.809 0.232 0.465  0.540
H 1.810 -0.662 1.530  0.483
O 0.244 -0.288 3.379  -0.231
S 0.415 2.050 -0.618  1.307

Computed properties:
Lowest unoccupied orbital energy ... -0.61 eV
Energy above the lowest of the compared OMol25 structures with the same formula, charge and spin ... 23.91 kcal per mole
Structure (SMILES) ... N#COC(=O)O[C@@](CCOC=O)(CCC(F)=C(F)F)S(=O)(=O)F
E_tot ... -48036.5427 eV



The following is a quantum chemistry calculation of C10H9F5NO9Pm as an isolated structure at a distorted geometry, from OMol25.

Last column: Mulliken charge in e.
Geometry (Å):
O -1.573 1.367 3.133  -0.755
C 0.958 2.432 1.181  -0.411
F -2.859 -1.430 -0.832  -0.264
O -0.019 1.510 -3.665  -0.777
H -2.459 2.108 0.904  0.214
C 3.900 -1.554 0.651  0.495
F -2.922 -2.579 0.990  -0.288
O -0.453 -0.210 2.080  -0.618
H -1.944 0.700 -1.739  0.321
Pm 0.646 -0.842 0.051  1.541
O 4.083 -3.241 -1.076  -0.669
C -1.221 1.449 -1.571  -0.716
O 1.731 1.304 0.651  -0.417
C 3.299 -2.533 -0.456  0.491
O 5.094 -1.733 0.978  -0.718
F -3.283 -3.652 -0.850  -0.313
H -1.734 2.376 -1.960  0.206
H -0.695 3.540 0.313  0.341
H 0.438 2.140 2.137  0.239
O 3.060 -0.753 1.161  -0.732
H 0.621 3.035 -0.786  0.399
C -1.830 1.244 0.714  -0.500
H -2.459 0.417 0.326  0.272
C -2.511 -2.656 -0.283  0.656
C -0.033 1.080 -2.523  0.546
O 1.995 -2.504 -0.565  -0.538
C -0.016 2.708 0.066  -0.968
F -0.829 -4.057 0.436  -0.348
F -0.676 -3.378 -1.620  -0.321
C -1.291 0.762 2.097  0.435
H 2.317 0.906 1.225  0.427
C -0.956 -2.885 -0.331  0.055
O 0.715 0.184 -1.987  -0.563
H 1.666 3.246 1.392  0.457
N -0.764 1.499 -0.239  0.821

Computed properties:
Charge ... -2
Lowest unoccupied orbital energy (spin up / spin down) ... 4.81 / 4.81 eV
Spin multiplicity ... 5
E_tot ... -60582.7529 eV